{
  "formula": "C43H83F4IN8O13P2",
  "method": "ωB97M-V/def2-TZVPD",
  "symbols": ["C", "C", "C", "C", "O", "C", "C", "O", "N", "O", "C", "C", "O", "N", "C", "C", "C", "C", "C", "I", "P", "C", "O", "N", "C", "C", "C", "O", "N", "C", "C", "C", "C", "C", "C", "C", "F", "F", "C", "F", "F", "P", "N", "O", "H", "H", "H", "H", "H", "H", "H", "H", "H", "H", "H", "H", "H", "H", "H", "H", "H", "H", "H", "H", "H", "H", "H", "H", "H", "H", "H", "H", "H", "H", "H", "H", "H", "H", "H", "H", "H", "H", "C", "O", "C", "C", "N", "C", "C", "O", "C", "H", "H", "H", "H", "H", "H", "H", "H", "H", "H", "H", "H", "H", "H", "H", "C", "O", "C", "C", "N", "C", "C", "O", "C", "H", "H", "H", "H", "H", "H", "H", "H", "H", "H", "H", "H", "H", "H", "H", "C", "O", "C", "C", "N", "C", "C", "O", "C", "H", "H", "H", "H", "H", "H", "H", "H", "H", "H", "H", "H", "H", "H", "H"],
  "xyz": [[-1.65426, 2.28980, -3.07712], [-1.13449, 0.97457, -2.61945], [-1.53550, -0.52754, -3.17568], [-2.65704, -1.31418, -2.20491], [-2.21087, -2.63553, -1.82174], [-3.11963, -3.53577, -1.18964], [-2.68670, -5.06248, -1.73878], [-3.49275, -5.51709, -2.87892], [-3.54382, -6.87704, -2.71606], [-3.88131, -7.33114, -3.79854], [-2.94840, -3.69807, 0.46890], [-1.41697, -3.44811, 0.99249], [-1.27459, -2.55067, 2.00784], [-0.19944, -4.17703, 0.46699], [1.00813, -3.40739, 0.95607], [-0.23458, -5.53225, 1.20135], [-4.71550, -3.42239, -1.46075], [-5.64351, -4.56116, -0.68913], [-6.75657, -5.12511, -1.80052], [-6.75413, -3.72202, 1.00819], [-3.08015, -0.39728, -0.55004], [-4.03635, 1.26456, -0.93494], [-1.58831, -0.00801, 0.34331], [-0.41585, -1.50113, -3.29146], [0.66045, -1.39928, -2.24401], [1.94199, -0.41528, -2.68299], [3.37362, -0.88443, -2.04068], [3.68882, -2.10445, -1.59486], [4.48625, 0.18415, -1.99557], [4.14731, 1.03160, -0.78378], [4.64112, 0.48367, 0.70194], [4.19939, 1.41790, 1.99314], [3.32831, 2.79119, 1.77379], [2.87956, 3.35865, 0.27803], [3.31648, 2.42996, -1.00541], [-0.06146, -2.12416, -4.55885], [0.44824, -1.21254, -5.65491], [1.18147, -2.97339, -4.32977], [-1.04836, -3.22645, -5.25254], [-2.37882, -3.40714, -4.67091], [-0.43622, -4.60444, -5.35465], [-2.50191, -0.17583, -4.83500], [-1.61564, 0.91149, -5.92637], [-4.01496, 0.68552, -4.47653], [-2.81961, 2.54806, -3.09333], [-0.92442, 3.15442, -3.37958], [-0.38798, 1.08705, -1.69156], [-3.69126, -1.27455, -2.80081], [-2.64488, -5.85306, -0.87023], [-1.56589, -4.96961, -2.13713], [-3.33329, -4.73037, 0.86551], [-3.67265, -2.87752, 0.94246], [1.16496, -3.49053, 2.13252], [0.94321, -2.27239, 0.59447], [2.00483, -3.83744, 0.47869], [0.26573, -5.47149, 2.27679], [-1.36130, -5.84262, 1.39610], [0.33273, -6.34391, 0.57839], [-4.97945, -3.38980, -2.62479], [-5.11463, -2.37764, -1.04341], [-5.04085, -5.48840, -0.30921], [-6.88024, -6.29509, -1.60124], [-7.80279, -4.57528, -1.70539], [-6.38656, -5.03053, -2.90821], [-3.34340, 2.18879, -0.74400], [-4.54793, 1.24669, -1.98699], [-4.92638, 1.35561, -0.14488], [-1.67293, 0.99317, 0.48933], [0.29084, -0.92040, -1.21124], [1.08564, -2.45372, -1.87337], [1.63817, 0.70976, -2.42242], [2.09364, -0.41098, -3.86656], [5.42278, -0.27723, -1.91605], [5.26565, -0.51827, 0.79035], [4.51519, 1.02655, 3.07183], [2.97750, 3.45356, 2.69572], [2.25987, 4.33672, 0.09761], [3.01471, 2.74826, -2.10683], [-1.20086, -2.87825, -6.38387], [-0.66370, 1.13946, -5.51019], [-1.42268, 0.46022, -6.85155], [-4.70743, -0.01909, -4.26822], [-9.62920, 1.97439, 4.95607], [-10.20208, 2.13615, 3.66367], [-10.49324, 3.49821, 3.33819], [-9.53425, 4.02084, 2.25433], [-8.16940, 4.17278, 2.77441], [-7.15874, 4.38196, 1.73173], [-6.96601, 3.26018, 0.68973], [-6.40403, 2.05905, 1.22187], [-7.34345, 1.19053, 1.83841], [-9.62052, 0.90736, 5.19112], [-8.59696, 2.32989, 4.97093], [-10.21529, 2.49425, 5.71980], [-10.48194, 4.14500, 4.22619], [-11.51248, 3.51446, 2.93806], [-9.88959, 4.99171, 1.89463], [-9.56586, 3.31185, 1.42263], [-7.91918, 3.33749, 3.29567], [-6.20344, 4.52479, 2.25129], [-7.37651, 5.32233, 1.21083], [-6.23600, 3.62572, -0.04172], [-7.87620, 3.04794, 0.11827], [-8.32722, 1.23027, 1.36209], [-7.42083, 1.42321, 2.90153], [-6.96620, 0.16699, 1.76072], [5.00702, 5.27638, -2.57041], [4.97990, 5.54366, -1.17309], [6.17576, 5.14706, -0.49593], [6.98496, 6.37580, -0.04546], [7.56829, 7.08325, -1.19246], [8.09746, 8.41107, -0.86193], [7.10261, 9.46272, -0.32750], [6.14582, 9.90485, -1.29228], [5.01757, 9.05455, -1.43717], [3.99927, 5.42986, -2.96380], [5.67736, 5.96745, -3.08537], [5.30617, 4.24366, -2.77298], [6.78783, 4.46800, -1.10525], [5.86293, 4.59113, 0.39418], [7.79006, 6.05360, 0.62257], [6.30725, 7.02304, 0.51773], [6.85682, 7.19470, -1.90900], [8.53963, 8.80616, -1.78460], [8.91886, 8.29646, -0.14414], [7.68765, 10.35226, -0.06675], [6.60956, 9.15091, 0.59972], [4.73874, 8.56394, -0.50025], [5.20839, 8.31550, -2.21674], [4.17149, 9.66174, -1.77104], [6.28021, -7.23250, 2.85264], [5.17728, -6.75478, 3.61423], [5.51175, -6.45755, 4.97280], [5.49365, -4.93950, 5.22326], [6.60656, -4.26997, 4.53802], [6.48032, -2.80902, 4.49240], [5.26384, -2.22103, 3.74691], [5.29043, -2.42589, 2.33304], [4.81157, -3.69469, 1.91139], [5.89654, -7.60987, 1.90171], [6.98131, -6.42433, 2.63486], [6.79692, -8.04786, 3.36764], [6.47447, -6.89856, 5.26556], [4.73961, -6.92203, 5.59510], [5.57004, -4.74940, 6.29856], [4.52821, -4.56362, 4.87392], [6.66199, -4.61351, 3.58359], [7.38715, -2.43550, 4.00141], [6.49549, -2.41993, 5.51779], [5.29891, -1.13428, 3.88578], [4.30683, -2.54264, 4.17207], [4.01561, -4.07826, 2.55605], [5.63899, -4.40383, 1.85798], [4.41219, -3.59096, 0.89861]],
  "mulliken_charge": [-1.2816, 0.1329, 1.8327, -0.5268, -0.1452, 0.4415, -0.8876, -0.0932, 0.0353, -0.3744, -0.5577, 0.0975, -0.6446, 0.2506, -0.7549, -0.8370, -0.6919, -0.3956, -0.8945, 0.0493, 0.1337, -0.4740, -0.6300, 0.2006, -0.9139, 0.5534, 0.2595, -0.6231, -0.3076, 0.0885, -0.1299, -0.3584, -0.4770, -0.5998, -0.0360, 0.6149, -0.3608, -0.3900, 0.0486, -0.1456, -0.3215, 0.0098, -0.6647, -0.5796, 0.1832, 0.2676, 0.2717, 0.0702, 0.4382, 0.3059, 0.5043, 0.1787, 0.3119, 0.0905, 0.3071, 0.2999, 0.2964, 0.2576, 0.3297, 0.2527, 0.4253, 0.2856, 0.3206, 0.2522, 0.2971, 0.2370, 0.0054, 0.2905, 0.1902, 0.5822, -0.3456, 0.2364, 0.4064, 0.2562, 0.1574, 0.2961, 0.2832, 0.5061, 0.2307, 0.3405, 0.3627, 0.3506, -0.7094, -0.3253, -0.7961, -0.1699, -0.3193, -0.8749, -0.3712, -0.4599, -0.5796, 0.2359, 0.3015, 0.3351, 0.3924, 0.3916, 0.3913, 0.1434, 0.0750, 0.4039, 0.4078, 0.3295, 0.3668, 0.3139, 0.1555, 0.2819, -0.8025, -0.2557, -0.7857, -0.2003, -0.3343, -0.6777, -0.4659, -0.4387, -0.5008, 0.2310, 0.3561, 0.3324, 0.4055, 0.3287, 0.4135, 0.1568, 0.0809, 0.3647, 0.3909, 0.3518, 0.3389, 0.2704, 0.1419, 0.3383, -0.7455, -0.2900, -0.8199, -0.1264, -0.3426, -0.9258, 0.0028, -0.3238, -0.4010, 0.2332, 0.3110, 0.3421, 0.3891, 0.3893, 0.3980, 0.1258, 0.0932, 0.4223, 0.4099, -0.0028, 0.2971, 0.2493, 0.1814, 0.1890],
  "orbital_gap_ev": 7.632,
  "smiles": "C=C[C@]([C@@H](O[C@@](CON=O)(CC(=O)N(C)C)C[C@H](C)I)P(C)O)(N(CCC(=O)Nc1ccccc1)C(F)(F)C(F)F)P(N)O.COCCNCCOC.COCCNCCOC.COCCNCCOC",
  "homo_energy_ev": -8.14
}

=====

{
  "formula": "C3H7N3O",
  "method": "ωB97M-V/def2-TZVPD",
  "symbols": ["C", "N", "C", "O", "N", "C", "N", "H", "H", "H", "H", "H", "H", "H"],
  "xyz": [[-0.95753, -1.98342, 0.30596], [-0.97465, -0.56725, 0.62780], [-0.69230, 0.32363, -0.37206], [-0.75044, 0.05306, -1.55563], [-0.21229, 1.59467, 0.05192], [1.09795, 1.67731, -0.51903], [2.07929, 1.25473, 0.15562], [-1.04125, -2.07353, -0.77643], [-1.78505, -2.51137, 0.78226], [-0.01242, -2.44244, 0.61798], [-0.69018, -0.32365, 1.56454], [-0.11644, 1.66181, 1.06138], [1.12278, 2.04263, -1.54657], [2.93253, 1.29382, -0.39774]],
  "nbo_charge": [-0.4214, -0.6250, 0.7912, -0.6305, -0.6736, 0.2892, -0.6513, 0.2430, 0.1978, 0.1924, 0.3872, 0.3736, 0.1790, 0.3485],
  "orbital_gap_ev": 10.884,
  "smiles": "[H]/N=C/NC(=O)NC",
  "homo_energy_ev": -9.91
}

=====

{
  "formula": "C31H27NO2S",
  "method": "ωB97M-V/def2-TZVPD",
  "symbols": ["C", "C", "C", "C", "C", "C", "C", "C", "C", "C", "C", "C", "C", "C", "C", "C", "C", "H", "H", "H", "H", "H", "H", "H", "H", "H", "H", "H", "H", "H", "H", "H", "H", "H", "C", "C", "C", "C", "C", "C", "N", "S", "C", "C", "C", "C", "C", "C", "O", "O", "C", "C", "H", "H", "H", "H", "H", "H", "H", "H", "H", "H"],
  "xyz": [[-3.79893, 4.47321, -2.13609], [-2.66005, 3.53721, -1.87046], [-2.43491, 2.44040, -2.70868], [-1.50330, 1.46907, -2.36979], [-0.64224, 1.63729, -1.25132], [0.37663, 0.68011, -0.91830], [1.58964, 1.08859, -0.37216], [2.69601, 0.26375, -0.18014], [3.80134, 0.61003, 0.65271], [5.00725, -0.14917, 0.64464], [6.02983, 0.12533, 1.53760], [5.91377, 1.16268, 2.47512], [6.99000, 1.37887, 3.49217], [4.76469, 1.96637, 2.44942], [3.72786, 1.69818, 1.56902], [-0.82574, 2.80916, -0.46603], [-1.79950, 3.73935, -0.78310], [-3.82351, 5.26901, -1.38303], [-3.74845, 4.92420, -3.13705], [-4.74929, 3.92535, -2.07786], [-3.05884, 2.31452, -3.59553], [-1.42027, 0.55430, -2.96164], [0.23561, -0.36752, -1.18754], [1.71378, 2.15829, -0.14757], [2.75389, -0.66830, -0.74462], [5.11238, -0.95749, -0.07998], [6.93508, -0.48645, 1.55280], [6.74452, 2.22345, 4.14246], [7.13860, 0.48928, 4.11918], [7.94760, 1.58602, 3.00073], [4.67563, 2.78858, 3.16231], [2.82288, 2.30559, 1.58664], [-0.17308, 2.95460, 0.39657], [-1.91833, 4.62857, -0.16237], [2.18544, -4.68370, 0.12417], [1.90156, -3.80164, 1.17110], [0.83526, -2.91410, 1.07242], [-0.03659, -2.94871, -0.04630], [-1.16606, -2.05735, -0.06172], [-1.47016, -1.25932, 1.04863], [-1.78046, -0.57071, 1.95559], [-2.44961, -2.37156, -1.27501], [-3.84486, -1.46791, -0.59469], [-4.87874, -2.16464, 0.03936], [-6.00329, -1.46488, 0.48569], [-6.11446, -0.08455, 0.28533], [-5.05671, 0.61088, -0.31159], [-3.92039, -0.08680, -0.72541], [-2.06068, -1.76622, -2.53412], [-2.87703, -3.74790, -1.22020], [0.26803, -3.84866, -1.10881], [1.34507, -4.71798, -0.99809], [3.04918, -5.34588, 0.17342], [2.52020, -3.78461, 2.06773], [0.65710, -2.17465, 1.85602], [-4.78227, -3.23744, 0.18837], [-6.79462, -2.01559, 0.99371], [-7.00166, 0.45939, 0.61596], [-5.09745, 1.69471, -0.45298], [-3.06730, 0.43588, -1.15302], [-0.31932, -3.84172, -2.02969], [1.53923, -5.41680, -1.81395]],
  "nbo_charge": [-0.6431, 0.0516, -0.2238, -0.1652, -0.0674, 0.0300, -0.3146, 0.0140, -0.0712, -0.1333, -0.2333, 0.0587, -0.6428, -0.2325, -0.1384, -0.1593, -0.2260, 0.2197, 0.2308, 0.2315, 0.2252, 0.2599, 0.2591, 0.2107, 0.2324, 0.2232, 0.2229, 0.2223, 0.2352, 0.2321, 0.2221, 0.2170, 0.2159, 0.2183, -0.2625, -0.2119, -0.2646, 0.0719, -0.6803, 0.2644, -0.4243, 2.1816, -0.3488, -0.1599, -0.2187, -0.1904, -0.2361, -0.1145, -0.9641, -0.9394, -0.2534, -0.2021, 0.2073, 0.2084, 0.2218, 0.2458, 0.2171, 0.2144, 0.2083, 0.2109, 0.2259, 0.2114],
  "orbital_gap_ev": 3.541,
  "homo_energy_ev": -6.28
}

=====

{
  "formula": "C11H10Cl2N2O4Pd",
  "method": "ωB97M-V/def2-TZVPD",
  "symbols": ["Pd", "C", "C", "N", "O", "C", "C", "N", "O", "H", "H", "H", "H", "H", "H", "H", "Cl", "C", "C", "C", "Cl", "C", "O", "C", "C", "O", "C", "H", "H", "H"],
  "xyz": [[0.16573, 0.19260, -0.16534], [4.45600, 1.95723, 0.73036], [3.09378, 1.58365, 0.27283], [2.64087, 0.35034, 0.22799], [3.51248, -0.54484, 0.64869], [2.14507, 2.54920, -0.21577], [2.46301, 3.94550, -0.56411], [0.91501, 2.03935, -0.34112], [-0.08576, 2.57418, -0.80608], [4.76518, 1.31168, 1.55036], [4.49582, 2.99643, 1.04621], [5.18243, 1.81207, -0.07507], [3.10110, -1.41701, 0.52578], [3.49190, 4.03793, -0.90573], [2.34797, 4.58456, 0.32034], [1.77075, 4.31617, -1.31916], [-5.58766, -4.61144, -0.05110], [-4.52926, -3.29754, -0.08000], [-5.03687, -1.99748, -0.19143], [-4.18899, -0.92114, -0.21240], [-4.77222, 0.65660, -0.34220], [-2.73644, -1.10434, -0.12452], [-1.99557, -0.10450, -0.14608], [-2.25417, -2.46941, -0.00739], [-0.84212, -2.75979, 0.09551], [0.08549, -1.95292, 0.09295], [-3.13831, -3.52117, 0.01191], [-6.10579, -1.84418, -0.26058], [-0.58440, -3.82316, 0.18456], [-2.77505, -4.53855, 0.10059]],
  "mulliken_spin": [1.2269, 0.0081, -0.0496, 0.3136, 0.1461, 0.1074, 0.0163, 0.3971, 0.6614, -0.0026, -0.0015, -0.0126, -0.0027, 0.0073, 0.0147, 0.0070, 0.0981, 0.2563, -0.1043, 0.2073, 0.0646, 0.1031, 0.3133, 0.0623, -0.0100, 0.0858, 0.0862, -0.0013, 0.0048, -0.0031],
  "orbital_gap_ev": [7.124, 6.123],
  "homo_energy_ev": [-15.16, -16.12],
  "total_charge": 2,
  "spin_multiplicity": 5
}